No. 1
The following is a DFT calculation (ωB97M-V/def2-TZVPD) of a 10-piece molecular cluster, C4H26NO11 overall.

Properties
DFT total energy = -1050.4672 Ha
F_max = 0.09007 Eh/bohr
Lowest unoccupied orbital energy = 2.8 eV
Multiplicity = 1
Charge = -1

Last column: natural (NBO) charge in e.
Element x y z (Å)
O 2.964958 -0.631967 -0.631463  -0.746
C 2.594431 -0.663340 0.571232  0.761
O 2.991575 -1.439508 1.464265  -0.769
C 1.713988 0.455932 1.159679  -0.148
C 0.153639 0.164355 1.148562  -0.433
C -0.193942 -0.656327 2.427972  -0.608
N 1.997107 1.700331 0.415676  -0.905
H 1.977524 0.641231 2.312124  0.193
H -0.131510 -0.424523 0.179710  0.231
H -0.320194 1.131016 0.959936  0.205
H 0.175216 -1.756762 2.206926  0.173
H 0.390514 -0.470556 3.281526  0.225
H -1.231441 -0.732258 2.482150  0.206
H 1.749275 1.558346 -0.593154  0.378
H 2.971484 2.097175 0.570922  0.380
H -0.736530 3.744446 -1.333001  0.492
H 0.129150 2.869386 -0.362678  0.509
O -0.734940 3.278517 -0.505108  -0.976
H -3.648924 1.728105 -0.062892  0.486
H -2.025539 2.156117 -0.168187  0.520
O -2.740963 1.533436 -0.002849  -1.027
H -2.789480 -1.087014 -2.468122  0.484
H -3.007354 -0.004503 -1.333619  0.480
O -3.416640 -0.419448 -2.087064  -1.013
H 1.937495 -0.436818 -1.653663  0.497
H 1.136183 -1.413229 -2.665198  0.470
O 1.377397 -0.519811 -2.482271  -1.049
H 2.054598 -2.822818 1.050677  0.511
H 0.827750 -3.413334 1.363830  0.442
O 1.575651 -3.656621 0.723368  -0.948
H -0.979511 1.744891 -2.444849  0.473
H 0.357045 1.280044 -2.965012  0.506
O -0.164063 2.080085 -2.841920  -0.987
H -1.132485 -1.412423 -2.738650  0.468
H -1.332517 -2.468179 -1.632002  0.509
O -1.541316 -2.268480 -2.558252  -0.974
H 0.355314 2.687981 2.687767  0.479
H -1.028275 1.878413 2.770590  0.486
O -0.447842 2.600232 3.146547  -0.961
H 0.196690 -3.113500 0.020403  0.510
H -1.281758 -2.670915 0.671644  0.485
O -0.741760 -2.847706 -0.085551  -1.012

Atoms 1-2, force components in eV/Å:
O -0.3 -0.1 1.1
C 0.7 0.7 1.0

No. 2
The following is a DFT calculation (ωB97M-V/def2-TZVPD) of a 10-piece molecular cluster, C4H26NO9 overall.

Properties
DFT total energy = -899.5652 Ha
F_max = 0.12532 Eh/bohr
Lowest unoccupied orbital energy = -3.6 eV
Multiplicity = 1
Charge = +1

Last column: natural (NBO) charge in e.
Element x y z (Å)
C -1.786598 0.520295 1.652158  -0.670
C -0.367260 -0.074338 1.710547  0.126
C 0.323605 -0.066742 2.881092  -0.375
C 1.404774 -0.760858 0.148894  0.184
N 0.134361 -0.490625 0.417185  -0.507
H -1.739817 1.586314 1.733477  0.243
H -2.389633 0.293833 0.690533  0.236
H -2.407793 -0.033871 2.485495  0.249
H 1.286363 -0.590992 2.889881  0.213
H 0.017189 0.238911 3.903789  0.250
H 1.794449 -1.122204 -0.826028  0.248
H 2.142740 -0.690858 0.900288  0.237
H -0.537526 -0.590338 -0.403973  0.471
H 4.021823 -2.068184 2.761732  0.481
H 3.627631 -0.907630 1.964080  0.472
O 3.642470 -1.807700 1.929263  -0.951
H -2.543714 -1.081515 -1.112152  0.510
H -2.535600 -0.022065 -2.365162  0.530
O -1.961834 -0.713328 -1.765459  -1.015
H -0.215546 -0.477454 -3.202035  0.499
H 0.415476 -0.133348 -4.596418  0.483
O 0.403259 0.242846 -3.775654  -0.949
H -0.226444 1.779356 -1.603709  0.447
H 0.182478 1.719398 -3.113473  0.522
O 0.222658 2.210499 -2.248156  -0.976
H 0.471220 -3.615050 0.389146  0.495
H 0.070083 -3.331326 -1.007009  0.474
O 0.407485 -2.944123 -0.296380  -0.945
H 4.236431 1.382816 2.108346  0.496
H 2.728878 1.593612 1.611021  0.498
O 3.328203 1.126389 2.123033  -0.983
H 1.419110 1.542310 -0.965560  0.480
H 2.654314 2.355395 -0.734912  0.486
O 2.267182 1.550160 -0.603699  -0.960
H -1.526127 3.026954 -1.579510  0.490
H -3.054491 3.122423 -1.853982  0.487
O -2.345271 2.521307 -1.461906  -0.983
H -4.187184 -2.476958 0.459224  0.479
H -5.174034 -1.257302 0.377121  0.499
O -4.203309 -1.556007 0.378872  -0.972

Atoms 1-2, force components in eV/Å:
C -1.5 -2.7 -0.2
C -1.1 1.4 1.4

No. 3
The following is a DFT calculation (ωB97M-V/def2-TZVPD) of a 9-piece molecular cluster, C4H26O11 overall.

Properties
DFT total energy = -995.5773 Ha
F_max = 0.05539 Eh/bohr
Lowest unoccupied orbital energy = 0.0 eV
Multiplicity = 1
SMILES string = OCCO.OCCO.O.O.O.O.O.O.O

Last column: natural (NBO) charge in e.
Element x y z (Å)
C 15.056760 -7.984400 20.590420  -0.076
C 15.929810 -8.146740 21.837240  -0.083
O 16.878410 -9.149100 21.619900  -0.747
O 15.802410 -7.276550 19.618710  -0.740
H 14.134260 -7.426070 20.749660  0.178
H 14.799610 -8.969510 20.201140  0.189
H 15.313610 -8.537900 22.646800  0.160
H 16.369180 -7.230110 22.230720  0.168
H 17.487990 -9.229420 22.357160  0.486
H 16.136780 -6.402510 19.832850  0.478
C 14.036100 -13.415840 19.053300  -0.102
C 13.498230 -12.265160 19.942760  -0.093
O 12.238390 -12.696450 20.508110  -0.744
O 14.256100 -14.587690 19.754050  -0.773
H 15.000490 -13.027860 18.725380  0.172
H 13.537260 -13.546280 18.092960  0.176
H 13.275980 -11.354110 19.387150  0.189
H 14.280040 -12.091750 20.682210  0.175
H 12.446560 -13.511350 20.970930  0.469
H 15.005240 -14.496710 20.347450  0.515
O 15.691620 -14.229940 21.821080  -0.947
H 15.547750 -14.949300 22.435940  0.489
H 16.104620 -13.544410 22.346150  0.494
O 11.534740 -15.469850 19.421860  -0.938
H 11.208250 -14.752860 18.878210  0.473
H 12.151990 -15.053190 20.023220  0.459
O 15.945420 -16.611160 18.984560  -0.963
H 16.110510 -16.216550 18.128250  0.474
H 15.186980 -16.136840 19.325180  0.475
O 9.643700 -12.723300 19.178130  -0.961
H 10.530080 -12.547250 19.493690  0.486
H 9.236110 -13.232190 19.878930  0.469
O 17.143870 -11.560690 20.123220  -0.986
H 17.699520 -11.366400 19.368410  0.478
H 16.907440 -10.702230 20.474480  0.499
O 16.232850 -14.480960 16.887080  -0.953
H 16.696420 -14.062120 16.161880  0.483
H 15.334480 -14.158310 16.815920  0.484
O 18.224410 -14.083080 18.893370  -0.959
H 17.754890 -13.495260 19.485190  0.472
H 17.667610 -14.136550 18.116610  0.475

Atoms 1-2, force components in eV/Å:
C 1.2 1.5 0.5
C -1.7 -0.6 1.1

No. 4
The following is a DFT calculation (ωB97M-V/def2-TZVPD) of a 8-piece molecular cluster, C4H27N2O7 overall.

Properties
DFT total energy = -804.3854 Ha
F_max = 0.15416 Eh/bohr
Lowest unoccupied orbital energy = -2.9 eV
Multiplicity = 1
Charge = +1

Last column: natural (NBO) charge in e.
Element x y z (Å)
C -1.894171 -1.426096 0.672650  -0.244
N -0.500605 -1.798206 0.923866  -0.711
C -0.398698 -2.708614 2.154887  -0.384
C -2.033392 0.109426 1.003440  -0.242
N -0.983859 1.009359 0.419075  -0.612
C -1.440312 2.465348 0.429945  -0.420
H -2.186798 -1.659513 -0.340000  0.206
H -2.686345 -2.210503 1.194275  0.226
H -0.051692 -1.929894 0.050282  0.381
H 0.465416 -2.481106 2.610688  0.208
H -1.192813 -2.466380 2.769458  0.199
H -0.369252 -3.703260 1.979368  0.190
H -3.086846 0.491213 0.601761  0.236
H -2.232046 0.296213 2.047343  0.230
H -0.530913 0.718892 -0.581760  0.500
H -0.010796 0.807990 0.874418  0.481
H -1.917034 2.899940 -0.484238  0.239
H -2.134249 2.859284 1.187497  0.246
H -0.373184 2.960743 0.558342  0.229
H 1.215687 2.961900 -0.760936  0.529
H 0.876369 2.363423 -2.393208  0.487
O 0.609348 2.454225 -1.541976  -1.006
H 1.356119 -0.697491 2.101425  0.483
H 2.591384 -0.880389 2.913718  0.468
O 1.753707 -0.637425 3.017876  -0.933
H -1.636892 0.332962 -2.430866  0.482
H -2.140302 1.680072 -2.105639  0.460
O -2.374724 0.815628 -1.949330  -0.963
H 3.837946 -0.004880 -0.828257  0.464
H 2.640024 -0.967205 -0.854794  0.493
O 3.136055 -0.278840 -0.374132  -0.969
H -0.285111 -1.031307 -2.915502  0.502
H -0.099155 -0.001036 -4.054459  0.496
O -0.039483 -0.112038 -3.073760  -0.963
H 2.016341 1.237062 2.424950  0.521
H 2.799191 1.610424 1.039470  0.485
O 1.978636 1.672750 1.446884  -1.012
H 1.780206 -2.442257 -2.644921  0.505
H 1.997402 -0.733701 -2.696381  0.526
O 1.544825 -1.576709 -2.391445  -1.014

Atoms 1-2, force components in eV/Å:
C -0.9 -0.7 1.0
N -1.5 0.0 2.1